The following is a quantum chemistry calculation of a structure of composition C32H47CdCl3N3O3SSi, from OMol25.

Results
Total charge: -1
Total energy: -105408.50288 eV
Multiplicity: 1
Orbital gap: 6.5 eV
E_HOMO: -0.153 hartree

Element x y z (Å)
C (-1.40, -2.09, -3.60)
C (-0.95, -3.10, -2.59)
H (-1.49, -2.50, -4.61)
H (-0.69, -1.25, -3.62)
H (-2.37, -1.68, -3.28)
C (-0.56, -4.35, -2.88)
C (-0.63, -5.00, -4.22)
H (-0.16, -4.98, -2.08)
H (-0.83, -4.30, -5.03)
H (-1.40, -5.78, -4.25)
H (0.32, -5.51, -4.45)
Cd (-0.15, 0.78, -0.60)
Cl (-2.60, 0.88, -0.81)
Cl (1.53, 1.80, -2.05)
H (0.84, 5.05, 3.33)
H (-1.55, 6.12, 2.53)
C (0.99, 5.01, 2.24)
C (-1.24, 5.85, 1.51)
N (-0.27, 4.77, 1.54)
H (1.73, 4.24, 1.99)
C (-0.58, 3.59, 0.99)
O (0.18, 2.59, 1.01)
H (-2.10, 5.50, 0.94)
H (-1.57, 3.56, 0.49)
H (1.37, 6.00, 1.95)
H (-0.80, 6.73, 1.03)
H (1.67, -1.43, -3.38)
H (2.30, -3.77, -1.84)
C (2.71, -1.16, -3.10)
C (3.27, -3.25, -1.91)
N (3.10, -1.81, -1.86)
H (2.78, -0.07, -2.99)
C (3.05, -1.23, -0.63)
O (2.75, -0.07, -0.36)
H (3.90, -3.54, -1.07)
H (3.31, -1.95, 0.18)
H (3.37, -1.53, -3.90)
H (3.75, -3.53, -2.86)
O (0.19, -1.69, -1.08)
C (-0.87, -2.53, -1.17)
C (0.30, -4.21, 0.42)
C (-0.87, -3.58, -0.03)
H (1.27, -3.93, -0.01)
C (0.22, -5.15, 1.45)
H (-1.80, -1.92, -1.07)
C (-2.10, -3.89, 0.54)
H (1.13, -5.59, 1.86)
C (-1.03, -5.54, 1.94)
C (-2.19, -4.90, 1.50)
H (-2.98, -3.33, 0.22)
H (-1.12, -6.33, 2.69)
H (-3.18, -5.16, 1.89)
Si (-0.42, 3.54, -4.10)
Cl (-0.89, 1.46, -4.08)
C (1.34, 4.18, -4.01)
C (-1.45, 4.20, -2.68)
C (-0.94, 4.15, -5.82)
H (1.95, 3.62, -3.27)
H (1.32, 5.23, -3.69)
H (1.83, 4.13, -4.99)
H (-0.20, 3.87, -6.57)
H (-1.00, 5.26, -5.81)
H (-1.91, 3.76, -6.13)
H (-1.27, 3.62, -1.76)
H (-2.52, 4.11, -2.91)
H (-1.23, 5.26, -2.48)
N (0.31, -0.56, 1.29)
S (-0.71, -0.86, 2.45)
C (-0.06, -2.18, 3.50)
C (-0.98, -2.99, 4.17)
C (-0.52, -3.99, 5.03)
C (0.85, -4.18, 5.20)
C (1.77, -3.39, 4.51)
C (1.31, -2.38, 3.64)
C (-0.50, 0.57, 3.50)
C (0.72, 1.23, 3.48)
C (0.92, 2.31, 4.35)
C (-0.10, 2.72, 5.20)
C (-1.34, 2.07, 5.18)
C (-1.55, 0.98, 4.33)
H (0.61, -1.43, 0.80)
H (-2.05, -2.83, 3.99)
H (-1.25, -4.62, 5.54)
H (1.21, -4.97, 5.88)
H (2.84, -3.54, 4.63)
H (1.99, -1.76, 3.08)
H (1.48, 0.90, 2.78)
H (1.89, 2.81, 4.34)
H (0.06, 3.56, 5.87)
H (-2.16, 2.41, 5.82)
H (-2.50, 0.45, 4.28)

Partial atomic charges computed with the Mulliken method, in multiples of e: number 1, C, carries -1.0095; number 2, C, carries 0.2073; number 3, H, carries 0.4101; number 4, H, carries -0.2697; number 5, H, carries 0.2999; number 6, C, carries 0.1614; number 7, C, carries -1.4839; number 8, H, carries 0.3265; number 9, H, carries 0.3612; number 10, H, carries 0.2403; number 11, H, carries 0.2960; number 12, Cd, carries 2.1969; number 13, Cl, carries -0.7474; number 14, Cl, carries -0.8143; number 15, H, carries 0.2537; number 16, H, carries 0.3293; number 17, C, carries -0.9919; number 18, C, carries -0.9837; number 19, N, carries 0.2509; number 20, H, carries 0.2247; number 21, C, carries 0.1093; number 22, O, carries -1.0294; number 23, H, carries 0.3159; number 24, H, carries 0.2492; number 25, H, carries 0.4352; number 26, H, carries 0.3177; number 27, H, carries 0.1735; number 28, H, carries 0.1368; number 29, C, carries -0.7975; number 30, C, carries -0.8594; number 31, N, carries 0.3344; number 32, H, carries 0.2011; number 33, C, carries 0.0386; number 34, O, carries -0.5092; number 35, H, carries 0.3328; number 36, H, carries 0.1995; number 37, H, carries 0.3342; number 38, H, carries 0.3304; number 39, O, carries -0.4534; number 40, C, carries 0.0275; number 41, C, carries 0.6982; number 42, C, carries -0.2257; number 43, H, carries -0.0531; number 44, C, carries -0.8562; number 45, H, carries 0.3800; number 46, C, carries -0.0872; number 47, H, carries 0.4147; number 48, C, carries -0.3869; number 49, C, carries -0.9436; number 50, H, carries 0.4170; number 51, H, carries 0.4111; number 52, H, carries 0.3607; number 53, Si, carries 0.4298; number 54, Cl, carries -0.1525; number 55, C, carries -0.9526; number 56, C, carries -0.3979; number 57, C, carries -1.0799; number 58, H, carries 0.2736; number 59, H, carries 0.3147; number 60, H, carries 0.2792; number 61, H, carries 0.2817; number 62, H, carries 0.2917; number 63, H, carries 0.2813; number 64, H, carries -0.2766; number 65, H, carries 0.3119; number 66, H, carries 0.3293; number 67, N, carries 0.0199; number 68, S, carries -0.1492; number 69, C, carries 0.3539; number 70, C, carries -0.3056; number 71, C, carries -0.6402; number 72, C, carries -0.4037; number 73, C, carries -0.7839; number 74, C, carries 0.0428; number 75, C, carries 0.7319; number 76, C, carries -0.4310; number 77, C, carries -0.5989; number 78, C, carries -0.4926; number 79, C, carries -0.6297; number 80, C, carries -0.3535; number 81, H, carries -0.3109; number 82, H, carries 0.3568; number 83, H, carries 0.4099; number 84, H, carries 0.3642; number 85, H, carries 0.3940; number 86, H, carries 0.3495; number 87, H, carries 0.1510; number 88, H, carries 0.5146; number 89, H, carries 0.4036; number 90, H, carries 0.3757; number 91, H, carries 0.4236